[1]
The following is a quantum chemistry calculation of a 2-piece molecular cluster, C4H9N2 overall, from the Open Molecules 2025 dataset.

Geometry (Å):
C: 0.3098 0.5531 -0.4037
C: 1.0026 -1.8580 0.3124
C: -0.3207 -1.5383 0.9532
C: -1.5769 1.6277 -0.1257
N: 0.3874 -0.5756 0.1475
N: 1.1939 1.1689 -1.1388
H: 1.8220 -1.6834 1.0412
H: 1.2741 -2.6408 -0.4183
H: -1.1437 -1.8965 0.3501
H: -0.4692 -1.3427 2.0069
H: -1.4399 2.7214 -0.0636
H: -2.2993 1.3094 -0.8330
H: -1.8103 1.2311 0.8829
H: 0.9888 2.1127 -1.4817
H: 2.0813 0.8110 -1.2293

Cartesian forces, eV/Å:
-4.4 3.4 0.0
2.2 0.1 2.3
-0.5 -0.1 -1.6
2.8 -1.2 1.9
-0.2 -0.9 -0.1
-2.0 1.6 -0.1
-0.3 -0.7 -0.5
-0.9 0.9 -0.1
-0.4 -0.3 0.6
0.2 -0.1 0.0
0.5 -0.7 -0.4
-0.1 -0.5 -1.0
0.2 0.2 -0.7
0.3 -0.8 0.2
2.5 -0.8 -0.5

Properties
LUMO energy = -3.8 eV
Net charge = +1
Energy = -266.94444 Ha
Energy relative to the best compared isomer or geometry (same formula, charge and spin) = 406.6 kJ/mol
HOMO-LUMO gap = 0.4018 Ha

Table of natural (NBO) atomic charges, one value per atom, all in e: C 0.586; C -0.224; C -0.192; C -0.485; N -0.410; N -0.753; H 0.227; H 0.264; H 0.229; H 0.246; H 0.229; H 0.220; H 0.214; H 0.439; H 0.410

=====

[2]
The following is a quantum chemistry calculation of C3H3MgO4Rb as an isolated structure, from the Open Molecules 2025 dataset.

Geometry (Å):
C: -1.0182 -0.7665 -1.1178
O: -0.9180 -0.6063 -2.3224
O: -2.0358 -1.1858 -0.4758
C: -0.0258 0.0190 -0.1969
O: -0.2888 0.2608 0.9700
O: 1.0702 0.3753 -0.7915
C: 2.1652 0.7962 0.0344
H: 2.4488 -0.0175 0.7123
H: 2.9782 1.0388 -0.6530
H: 1.8761 1.6677 0.6332
Mg: -3.8712 -0.3238 -0.0070
Rb: -2.3805 -1.2580 3.2145

Cartesian forces, eV/Å:
-1.1 2.1 -0.6
0.6 -0.6 0.2
-0.3 -0.6 0.5
-1.0 -0.9 1.2
0.4 -0.1 -0.2
1.2 0.0 -0.6
-0.2 0.3 0.2
0.0 0.2 -0.2
-0.2 -0.1 0.2
0.1 -0.2 -0.2
0.4 -0.3 0.0
0.1 0.2 -0.6

Properties
LUMO energy = -1.0 eV
Energy = -641.25425 Ha
Energy relative to the best compared isomer or geometry (same formula, charge and spin) = 0.0 kJ/mol
HOMO-LUMO gap = 0.1676 Ha

Table of natural (NBO) atomic charges, one value per atom, all in e: C 0.670; O -0.613; O -0.982; C 0.692; O -0.666; O -0.465; C -0.264; H 0.185; H 0.203; H 0.196; Mg 0.180; Rb 0.865

=====

[3]
The following is a quantum chemistry calculation of a 2-piece molecular cluster, C3H13N2 overall, from the Open Molecules 2025 dataset.

Geometry (Å):
C: -1.4359 1.5358 -1.6860
N: -1.7727 0.3326 -0.9438
H: -0.5902 1.3880 -2.4164
H: -2.3237 1.9421 -2.2785
H: -1.0983 2.4189 -1.0762
H: -0.3368 -0.4903 -0.4254
H: -2.5331 -0.1935 -1.4038
H: -2.1648 0.6222 -0.0408
C: 1.2751 -0.1575 2.0420
C: 1.6221 -0.4785 0.6072
N: 0.4852 -1.2585 0.0444
H: 1.2371 -1.0809 2.7324
H: 2.2141 0.3666 2.5336
H: 0.5103 0.5032 2.1543
H: 1.6111 0.5456 0.1381
H: 2.6099 -0.9887 0.3840
H: 0.8440 -1.9999 -0.6303
H: 0.2655 -1.9509 0.8459

Cartesian forces, eV/Å:
0.1 2.3 -2.0
0.2 -0.4 1.2
-1.0 -0.2 0.7
1.2 -0.6 0.7
-0.4 -1.2 0.0
0.1 -2.1 0.8
0.8 0.3 0.2
0.0 -0.2 -0.4
5.5 -2.3 2.5
0.7 1.6 -0.4
0.0 -1.9 -0.3
-0.5 1.2 -1.2
-1.8 -0.7 -1.1
-2.5 1.5 0.3
0.3 -1.2 -0.2
-1.3 0.6 0.6
-0.7 1.7 0.2
-0.8 1.8 -1.4

Properties
LUMO energy = -3.2 eV
Net charge = +1
Energy = -231.32613 Ha
Energy relative to the best compared isomer or geometry (same formula, charge and spin) = 184.5 kJ/mol
HOMO-LUMO gap = 0.4193 Ha

Table of natural (NBO) atomic charges, one value per atom, all in e: C -0.447; N -0.844; H 0.205; H 0.216; H 0.220; H 0.490; H 0.404; H 0.388; C -0.647; C -0.244; N -0.777; H 0.226; H 0.259; H 0.222; H 0.220; H 0.238; H 0.435; H 0.436

=====

[4]
The following is a quantum chemistry calculation of a 2-piece molecular cluster, C3H6O2 overall, from the Open Molecules 2025 dataset.

Geometry (Å):
C: -0.6291 -0.3892 0.9668
C: 0.6529 -0.6016 0.6664
C: 1.5019 0.4763 0.1136
O: 2.7078 0.4275 0.0484
H: -1.2751 -1.1750 1.3456
H: -1.0941 0.5855 0.8416
H: 1.1301 -1.5656 0.8205
H: 0.9448 1.3602 -0.2772
O: -1.6335 0.0970 -1.6330
H: -1.5598 1.0342 -1.4171
H: -0.7460 -0.2491 -1.4755

Cartesian forces, eV/Å:
0.2 0.0 0.1
-0.1 0.0 0.1
0.3 0.0 0.0
-0.5 0.0 0.0
0.1 0.1 0.0
0.1 -0.1 0.0
0.0 0.1 0.0
0.1 0.0 0.2
0.1 0.2 -0.2
-0.1 -0.1 -0.1
-0.2 0.0 -0.1

Properties
LUMO energy = 0.0 eV
Energy = -268.34196 Ha
SMILES = C=CC=O.O
Energy relative to the best compared isomer or geometry (same formula, charge and spin) = 166.1 kJ/mol
HOMO-LUMO gap = 0.3792 Ha

Table of natural (NBO) atomic charges, one value per atom, all in e: C -0.284; C -0.345; C 0.388; O -0.503; H 0.216; H 0.196; H 0.227; H 0.096; O -0.926; H 0.463; H 0.471

=====

[5]
The following is a quantum chemistry calculation of an isolated ion of composition C6H12N3 and charge +1, from the Open Molecules 2025 dataset.

Geometry (Å):
C: 0.9815 -2.0809 -0.5634
C: 1.3733 -0.8803 -0.3601
N: 1.5497 0.2813 0.0753
N: 2.5554 0.6282 0.9790
C: 0.7567 1.3761 -0.3879
C: -0.6199 0.7762 -0.5318
C: -1.1895 0.5036 -1.6343
N: -0.9717 0.3649 0.7307
C: -2.0854 -0.5211 0.9228
H: 1.2707 -2.7787 -1.2620
H: 0.1863 -2.4396 -0.0614
H: 3.0060 -0.0720 1.6023
H: 2.2269 1.3959 1.5733
H: 1.1010 1.8272 -1.3662
H: 0.6844 2.1097 0.3262
H: -0.8163 0.7666 -2.6316
H: -2.1013 -0.1055 -1.5613
H: -0.9252 1.1901 1.3316
H: -2.9596 0.0423 0.9075
H: -2.0777 -1.2335 0.0386
H: -1.9452 -1.1505 1.8727

Cartesian forces, eV/Å:
1.5 1.6 -0.7
0.3 0.2 0.8
2.1 -1.5 0.6
0.7 0.7 1.1
-1.4 0.2 -4.1
2.2 1.1 2.2
-2.3 -1.3 -3.6
0.2 0.4 1.2
1.5 -2.4 0.1
1.3 -1.0 -1.8
-2.7 -0.8 2.4
-1.0 -0.1 -1.2
0.0 -0.3 -0.5
0.0 -0.6 1.2
0.5 1.8 1.9
-0.1 -0.1 0.6
0.2 0.6 -0.6
-0.4 -0.7 0.3
-2.0 0.5 0.2
-0.2 0.7 1.2
-0.4 1.1 -1.3

Properties
LUMO energy = -4.0 eV
Net charge = +1
Energy = -399.67530 Ha
SMILES = C=C=[N+](N)CC(=C)NC
Energy relative to the best compared isomer or geometry (same formula, charge and spin) = 540.2 kJ/mol
HOMO-LUMO gap = 0.3146 Ha

Table of natural (NBO) atomic charges, one value per atom, all in e: C -0.373; C 0.447; N -0.112; N -0.607; C -0.261; C 0.138; C -0.440; N -0.649; C -0.412; H 0.269; H 0.259; H 0.417; H 0.389; H 0.260; H 0.223; H 0.234; H 0.218; H 0.377; H 0.206; H 0.198; H 0.221

=====

[6]
The following is a quantum chemistry calculation of C26H26N2OPRu as an isolated structure, from the Open Molecules 2025 dataset.

Geometry (Å):
Ru: 0.9653 -1.1075 -0.0893
C: -1.6743 2.3375 -5.2140
C: -0.4114 2.6567 -4.7309
C: 0.0227 2.1126 -3.5359
C: -0.8172 1.2544 -2.8168
C: -2.0781 0.9176 -3.3123
C: -2.5034 1.4774 -4.5056
P: -0.2241 0.6430 -1.2361
C: -1.4605 -0.6156 -0.8009
C: -1.3302 -1.8852 -1.3914
C: -2.2455 -2.8960 -1.0979
C: -3.3058 -2.6333 -0.2466
C: -3.4589 -1.3627 0.3175
C: -2.5408 -0.3628 0.0566
C: -0.1666 1.9072 0.0069
C: -0.9306 3.0515 0.0473
C: -0.7185 3.9856 1.0734
C: 0.3095 3.8061 1.9636
C: 1.1613 2.6773 1.8989
C: 2.3155 2.5518 2.7083
C: 3.1653 1.5003 2.5240
C: 2.8671 0.4874 1.5838
C: 1.7134 0.5206 0.8452
C: 0.8826 1.6777 0.9370
H: -2.0127 2.7579 -6.1514
H: 0.2340 3.3219 -5.2874
H: 1.0071 2.3644 -3.1582
H: -2.7348 0.2454 -2.7788
H: -3.4875 1.2389 -4.8851
H: -0.5784 -2.0611 -2.1578
H: -2.1460 -3.8670 -1.5645
H: -4.0345 -3.4048 -0.0365
H: -4.3117 -1.1567 0.9511
H: -2.6571 0.6185 0.5023
H: -1.6817 3.2383 -0.7114
H: -1.3425 4.8663 1.1336
H: 0.5085 4.5600 2.7154
H: 2.5438 3.3261 3.4291
H: 4.0813 1.4326 3.0956
H: 3.5831 -0.3156 1.4622
N: 2.2835 -2.6737 0.7191
C: 2.5581 -2.8493 2.1811
C: 1.2835 -3.0631 2.9755
C: 0.3937 -1.8279 2.9855
N: -0.2537 -1.6594 1.6573
H: 1.8737 -3.5458 0.3818
H: 3.1816 -2.6032 0.2463
H: 3.0483 -1.9466 2.5357
H: 3.2523 -3.6803 2.3080
H: 1.5575 -3.3200 3.9986
H: 0.7267 -3.9247 2.5883
H: 0.9837 -0.9320 3.1814
H: -0.3715 -1.9040 3.7579
H: -1.0072 -0.9827 1.7405
H: -0.7128 -2.5353 1.4063
O: 2.6532 -1.2979 -2.5703
C: 2.0419 -1.1208 -1.6359

Cartesian forces, eV/Å:
0.0 -0.4 -0.9
0.0 0.0 0.0
0.0 0.0 0.0
0.0 0.1 0.0
0.9 -0.1 -0.2
0.0 0.0 0.0
0.0 0.0 0.0
-1.2 -0.3 1.1
-0.2 0.1 -0.2
0.1 0.0 -0.2
0.0 0.0 0.1
0.0 0.0 0.0
0.0 0.0 0.0
0.1 0.0 0.1
0.1 0.1 -0.1
0.0 -0.1 -0.1
0.0 0.0 0.1
0.0 0.0 0.0
0.0 0.0 0.0
0.1 0.0 0.0
0.0 0.1 0.0
0.0 -0.1 -0.2
0.1 0.3 0.2
0.0 0.0 0.0
0.0 0.0 0.0
0.0 0.0 0.0
0.0 0.0 0.0
0.0 0.0 0.0
0.0 0.0 0.0
0.0 0.0 0.0
0.0 0.0 0.0
0.0 0.0 0.0
0.0 0.0 0.0
0.0 0.0 0.0
0.0 0.0 0.0
0.0 0.0 0.0
0.0 0.0 0.0
0.0 0.0 0.0
0.0 0.0 0.0
0.0 0.0 0.0
0.0 0.1 0.3
-0.1 0.0 0.0
0.0 0.1 0.0
0.1 -0.2 0.0
0.1 0.5 0.2
0.1 0.0 0.0
0.0 0.0 0.0
0.1 0.0 0.0
-0.1 0.0 0.0
0.0 0.0 0.0
0.0 0.0 0.0
0.0 0.0 0.0
0.0 -0.1 0.0
0.0 0.0 0.0
-0.1 0.0 0.0
0.1 0.2 0.0
0.2 -0.1 -0.3

Properties
LUMO energy (alpha / beta) = -6.8 / -8.1 eV
Net charge = +2
Energy = -1626.84925 Ha
Energy relative to the best compared isomer or geometry (same formula, charge and spin) = 117.3 kJ/mol
HOMO-LUMO gap (alpha / beta) = 0.2618 / 0.2151 Ha
Multiplicity = 2

Table of natural (NBO) atomic charges, one value per atom, all in e: Ru 0.355; C -0.137; C -0.191; C -0.164; C -0.434; C -0.114; C -0.212; P 1.270; C -0.393; C -0.256; C -0.196; C -0.169; C -0.190; C -0.171; C -0.431; C -0.126; C -0.214; C -0.121; C 0.023; C -0.183; C -0.188; C -0.258; C -0.025; C -0.124; H 0.244; H 0.245; H 0.228; H 0.214; H 0.243; H 0.242; H 0.250; H 0.252; H 0.251; H 0.238; H 0.239; H 0.248; H 0.239; H 0.241; H 0.242; H 0.212; N -0.790; C -0.219; C -0.435; C -0.224; N -0.803; H 0.402; H 0.414; H 0.218; H 0.228; H 0.265; H 0.208; H 0.222; H 0.224; H 0.418; H 0.396; O -0.379; C 0.677

=====

[7]
The following is a quantum chemistry calculation of one molecule with the formula C4H5NO, from the Open Molecules 2025 dataset.

Geometry (Å):
C: 1.0871 0.5592 -1.1116
C: 0.1536 0.0395 -0.0781
C: -0.2340 -1.2987 -0.0021
O: -1.0640 -1.3085 1.1454
C: -1.0791 -0.0637 1.5965
N: -0.4140 0.8152 0.9062
H: 2.0102 0.8206 -0.5859
H: 0.6995 1.4518 -1.6048
H: 1.3283 -0.2143 -1.8498
H: -0.8336 -0.9326 -0.9080
H: -1.6540 0.1315 2.4921

Cartesian forces, eV/Å:
0.0 0.1 0.0
0.6 0.3 0.4
-0.3 1.0 -0.5
-0.5 0.3 -0.1
0.0 0.1 0.0
0.3 -0.2 0.5
0.0 0.1 -0.2
0.1 0.0 0.1
-0.1 0.2 0.2
-0.2 -1.9 -0.4
0.1 0.0 0.0

Properties
LUMO energy = 0.7 eV
Energy = -285.32010 Ha
SMILES = Cc1cocn1
Energy relative to the best compared isomer or geometry (same formula, charge and spin) = 248.1 kJ/mol
HOMO-LUMO gap = 0.3672 Ha

Table of natural (NBO) atomic charges, one value per atom, all in e: C -0.657; C 0.190; C -0.178; O -0.417; C 0.410; N -0.510; H 0.245; H 0.231; H 0.236; H 0.255; H 0.195